{"formula": "C14H33LaN7O6", "method": "ωB97M-V with the def2-TZVPD basis set", "elements": ["O", "H", "La", "N", "N", "N", "N", "O", "O", "O", "O", "C", "C", "C", "C", "C", "H", "H", "H", "C", "H", "H", "H", "C", "C", "H", "H", "H", "H", "H", "H", "H", "H", "C", "H", "H", "H", "O", "H", "H", "C", "N", "C", "C", "N", "N", "C", "C", "H", "H", "H", "H", "H", "H", "H", "H", "H", "H", "H", "H", "H"], "coordinates": [[3.8329, -2.3579, -3.2127], [4.5633, -2.8922, -3.6052], [1.1775, -0.2901, -0.4511], [1.9258, -0.1858, 1.9654], [2.3992, -2.1896, 0.6534], [0.7089, 2.1058, -1.0813], [1.0908, 0.2716, -2.8313], [1.4978, 0.9336, 2.4678], [0.4241, 3.1185, -0.1065], [1.1317, -0.8013, -3.7737], [1.5740, -2.6538, -0.2803], [2.0203, -2.4773, 1.9554], [1.8143, -1.3271, 2.7305], [0.1668, 2.3704, -2.2779], [0.3372, 1.3100, -3.2415], [1.3921, -1.3226, 4.1461], [0.3859, -0.8854, 4.2431], [2.1100, -0.7088, 4.7062], [1.3824, -2.3452, 4.5388], [1.7324, -3.8685, 2.3601], [2.5139, -4.5307, 1.9630], [0.7821, -4.2283, 1.9353], [1.6720, -3.9612, 3.4488], [-0.5904, 3.6189, -2.5759], [-0.2243, 1.3883, -4.6205], [-0.3804, 4.3917, -1.8313], [-1.6786, 3.4473, -2.5624], [-0.3249, 4.0053, -3.5670], [-0.3434, 0.3851, -5.0447], [0.4497, 1.9501, -5.2909], [-1.2015, 1.8914, -4.6114], [0.7646, 2.7884, 0.7521], [2.0157, -1.2335, -3.6798], [4.4356, -1.5135, -2.2206], [4.1300, -1.8511, -1.2246], [4.0238, -0.5108, -2.3963], [5.5352, -1.4891, -2.3051], [3.3723, 1.1872, -0.0134], [3.3573, 2.0870, -0.4005], [3.3331, 1.2982, 0.9674], [-3.7957, -1.9870, 0.3251], [-3.4825, -0.6691, 0.8684], [-4.5332, -0.0529, 1.6735], [-2.2754, -0.0905, 0.6722], [-1.3090, -0.7040, -0.0024], [-2.0516, 1.1853, 1.2319], [-2.6847, 2.3638, 0.6363], [-1.7987, 1.2818, 2.6678], [-4.8111, -2.2279, 0.6646], [-3.0888, -2.7453, 0.7032], [-3.7741, -1.9680, -0.7773], [-4.1891, 0.1178, 2.7050], [-4.8625, 0.8981, 1.2294], [-5.3687, -0.7594, 1.6804], [-1.6685, -1.5579, -0.4415], [-3.6112, 2.6597, 1.1596], [-1.9773, 3.2007, 0.7008], [-2.8979, 2.1806, -0.4288], [-1.3310, 0.3493, 3.0233], [-1.0845, 2.0996, 2.8313], [-2.7138, 1.4998, 3.2497]], "total_charge": 1, "homo_lumo_gap_ev": [4.36, 4.90], "energy_ev": -38617.6071, "multiplicity": 1, "e_homo_ha": [-0.3241, -0.3437]}